C42H60Br6N8O | wB97M-V/def2-TZVPD

Computed properties:
- LUMO energy (spin up / spin down): -0.1057 / -0.2500 Ha
- HOMO-LUMO gap (spin up / spin down): 6.917 / 2.992 eV
- ⟨S²⟩: 0.77

The geometry in ORCA input format:
```
! wB97M-V def2-TZVPD RIJCOSX def2/J DEFGRID3
* xyz 1 2
C 18.8085 18.6961 6.8668
C 18.7894 17.8051 8.0407
C 17.4532 18.0898 8.6454
O 17.3981 19.4855 8.4220
C 17.8540 19.8299 7.1538
H 18.5193 18.0546 6.0344
H 19.7622 19.1751 6.6453
H 19.5966 18.0875 8.7166
H 18.9124 16.7591 7.7597
H 17.3939 17.9657 9.7267
H 16.5298 17.6831 8.2329
H 18.3241 20.8133 7.1560
H 16.9973 19.8119 6.4801
Br 19.3516 16.1473 11.2832
C 19.5434 15.7932 13.2441
C 20.0360 17.1368 13.8839
Br 19.6933 17.1776 15.9021
H 20.3714 15.0946 13.3639
H 18.5689 15.5429 13.6636
H 19.6280 18.0621 13.4772
H 21.0871 17.2875 13.6376
Br 23.4330 16.7997 11.5870
C 22.7250 17.7548 9.9381
C 22.5081 19.2718 10.3063
Br 21.7453 20.1035 8.6016
H 21.8168 17.1861 9.7388
H 23.3929 17.6705 9.0808
H 23.4203 19.8532 10.4406
H 21.8493 19.4804 11.1493
Br 19.9458 21.4031 15.7510
C 20.9263 23.0322 16.2954
C 20.0167 23.8229 17.2967
Br 21.0505 25.2872 18.1403
H 21.2433 23.7308 15.5210
H 21.8801 22.6748 16.6836
H 19.7061 23.1058 18.0566
H 19.1118 24.2200 16.8368
N 20.0024 22.9231 9.0852
C 20.2962 22.9746 7.7544
C 20.4575 24.3076 7.3870
C 20.3189 25.0578 8.5916
C 20.1694 24.1570 9.6019
H 19.7889 22.0647 9.5726
H 20.2553 22.0678 7.1691
H 20.5689 24.6000 6.3533
H 20.3995 26.1331 8.6519
H 20.1042 24.2039 10.6789
N 18.0212 21.0519 10.5582
C 17.6075 22.1954 11.2083
C 18.2245 22.1863 12.4525
C 19.2291 21.1729 12.4610
C 18.9607 20.4081 11.2820
H 17.6449 20.7167 9.6829
H 16.7372 22.7310 10.8590
H 18.0032 22.8444 13.2797
H 20.0476 21.0216 13.1491
H 19.4394 19.5296 10.8752
N 16.6051 19.8051 13.4515
C 15.6606 19.0522 12.8571
C 15.2094 18.0609 13.8339
C 16.0703 18.2050 14.9306
C 16.7593 19.3835 14.7933
H 17.1033 20.5731 13.0249
H 15.3429 19.2750 11.8492
H 14.4252 17.3183 13.8313
H 16.0371 17.6696 15.8679
H 17.5965 19.7601 15.3623
N 14.0027 24.1656 10.1907
C 13.2754 25.2054 10.7989
C 12.3924 24.5898 11.6853
C 12.6616 23.2023 11.7161
C 13.6162 22.9650 10.7180
H 14.6138 24.3329 9.4042
H 13.4994 26.2263 10.5270
H 11.6786 25.0431 12.3571
H 12.1442 22.5473 12.4014
H 14.0719 22.0292 10.4300
N 24.1280 21.9703 13.3925
C 25.1559 20.9582 13.3102
C 24.5621 19.7365 13.4072
C 23.2066 19.9461 13.6559
C 22.9335 21.3198 13.5057
H 24.3308 22.9584 13.4425
H 26.1925 21.2053 13.1348
H 25.1285 18.8174 13.4344
H 22.4635 19.2130 13.9330
H 22.0447 21.9334 13.5116
N 17.2562 25.4832 13.0975
C 18.3225 26.3726 12.9069
C 18.2085 26.7725 11.5758
C 17.0294 26.2584 11.0772
C 16.4533 25.4071 11.9917
H 17.1249 24.9465 13.9429
H 19.0782 26.4890 13.6696
H 18.9571 27.3302 11.0327
H 16.7425 26.4074 10.0468
H 15.5802 24.7722 12.0256
N 14.5509 24.2625 15.1051
C 15.2384 25.3716 15.5070
C 16.4130 24.9344 16.1240
C 16.5457 23.5923 15.8281
C 15.3527 23.1211 15.2405
H 13.6484 24.2375 14.6524
H 14.7550 26.3361 15.4578
H 17.1245 25.5761 16.6224
H 17.3601 22.9736 16.1750
H 15.0398 22.1809 14.8109
N 17.2649 24.5778 7.9001
C 16.5197 23.4333 7.6611
C 15.2853 23.8134 7.1288
C 15.3191 25.2649 7.1449
C 16.5632 25.7017 7.6006
H 18.2024 24.5731 8.2760
H 16.8881 22.4375 7.8584
H 14.4853 23.2376 6.6873
H 14.5101 25.8999 6.8152
H 17.1467 26.6041 7.7087
*
```

Löwdin population analysis, charges in e, atoms 1 to 2:
1 C -0.181
2 C -0.205



H22O11 | wB97M-V/def2-TZVPD

Computed properties:
- Relative energy (zero: lowest compared OMol25 entry of this formula, charge and spin): 1424.9 kJ/mol
- LUMO energy: -0.0056 Ha
- HOMO-LUMO gap: 8.614 eV

The geometry in ORCA input format:
```
! wB97M-V def2-TZVPD RIJCOSX def2/J DEFGRID3
* xyz 0 1
O -1.2015 -0.3828 -2.2100
H -1.4131 -0.8003 -1.3750
H -1.5725 -0.9672 -2.8712
O 0.0433 -0.3608 0.6148
H 0.7687 0.2047 0.8798
H -0.3752 0.1081 -0.1071
O 0.8147 -0.5116 -1.9005
H -0.1417 -0.4883 -1.8684
H 1.0804 0.4028 -1.8026
O -0.0343 1.5946 2.9798
H -0.6588 2.3146 2.8918
H -0.1349 1.0897 2.1728
O -0.2800 1.4234 -0.8103
H -1.0849 1.5090 -0.2993
H -0.5415 1.6337 -1.7068
O -2.2753 0.9810 -0.3318
H -2.8078 1.1528 0.4448
H -2.3807 0.0433 -0.4924
O -1.6242 -1.1887 -0.5096
H -1.0027 -1.1736 0.2182
H -1.8807 -2.1076 -0.5871
O -1.2593 -2.0645 1.4394
H -1.0206 -1.1668 1.6704
H -1.2110 -2.5457 2.2655
O 2.5334 0.0329 0.3003
H 3.4699 0.1381 0.1328
H 2.1220 0.7549 -0.1746
O 1.7507 1.7956 -0.6797
H 0.8323 1.6423 -0.4579
H 1.7295 2.1168 -1.5811
O 2.4462 -1.8239 1.6036
H 3.0285 -2.3357 1.0421
H 2.2810 -1.0209 1.1095
*
```

Löwdin population analysis, charges in e, atoms 1 to 2:
1 O 0.042
2 H -0.327